The following is a DFT calculation (wB97M-V/def2-TZVPD) of a cluster of 8 separate species, C34H42N7O14 in total.

As for the orbital gap: 7.0 eV. The total charge is -1. The total energy is -2756.42781 hartree. The calculation puts the relative energy (zero: lowest compared OMol25 entry of this formula, charge and spin) at 1.518 eV.

Last column: Löwdin charge in e.
Element x y z (Å)
1 C 0.138 -0.327 -0.563  -0.93
2 O 0.100 0.907 -0.602  -0.05
3 O 0.073 -0.901 -1.746  0.05
4 O 0.129 -1.132 0.373  -0.04
5 H 0.343 -0.193 -2.378  0.12
6 C -1.715 2.905 -2.562  -0.07
7 C -2.079 1.717 -3.498  0.03
8 C -2.361 2.075 -5.038  0.08
9 C -1.935 3.499 -5.575  -0.16
10 C -1.547 4.562 -4.512  0.09
11 C -1.450 4.242 -2.969  -0.03
12 N -1.894 3.736 -6.901  -0.41
13 O -1.329 4.817 -7.340  0.01
14 O -2.313 2.869 -7.601  0.08
15 H -1.593 2.688 -1.597  0.00
16 H -2.169 0.700 -3.110  0.07
17 H -2.467 1.169 -5.785  0.12
18 H -1.408 5.577 -4.898  0.08
19 H -1.496 5.033 -2.214  0.08
20 C -1.266 -5.735 -0.596  -0.06
21 C -1.143 -4.406 -1.189  -0.01
22 C -1.725 -4.019 -2.507  0.10
23 C -2.831 -4.986 -3.142  -0.09
24 C -2.884 -6.365 -2.517  0.05
25 C -2.103 -6.725 -1.238  -0.03
26 N -3.501 -4.748 -4.371  -0.32
27 O -4.287 -5.611 -4.947  0.00
28 O -2.888 -4.036 -5.171  0.05
29 H -0.953 -5.969 0.344  0.06
30 H -0.585 -3.690 -0.691  0.04
31 H -1.573 -3.177 -3.071  0.05
32 H -3.451 -7.117 -3.022  0.07
33 H -1.994 -7.586 -0.620  0.07
34 C -3.208 1.948 0.775  -0.12
35 C -3.468 3.331 0.412  -0.06
36 C -4.945 3.675 0.236  0.04
37 C -6.095 2.658 0.566  -0.08
38 C -5.632 1.184 0.842  0.06
39 C -4.125 0.952 1.105  -0.07
40 N -7.546 2.884 0.349  -0.37
41 O -7.982 4.010 0.118  0.05
42 O -8.312 1.889 0.385  0.01
43 H -2.117 1.582 0.723  0.11
44 H -2.599 4.126 0.193  0.14
45 H -5.016 4.733 0.008  0.08
46 H -6.429 0.225 0.792  0.16
47 H -3.774 0.022 1.349  0.05
48 C 3.871 1.963 2.151  -0.03
49 C 4.471 3.291 2.606  -0.01
50 C 3.832 4.599 2.043  0.02
51 C 2.340 4.563 1.699  -0.11
52 C 1.702 3.215 1.451  0.05
53 C 2.504 1.888 1.595  0.00
54 N 1.634 5.864 1.487  -0.29
55 O 2.388 6.993 1.575  -0.04
56 O 0.400 5.881 1.433  0.05
57 H 4.323 1.242 2.359  -0.06
58 H 5.512 3.491 3.136  0.12
59 H 4.342 5.553 2.269  0.08
60 H 0.751 3.004 0.871  0.10
61 H 2.117 0.914 1.370  0.07
62 C -0.352 -1.480 5.910  -0.29
63 O -0.142 -0.986 7.054  -0.06
64 N -0.603 -0.634 4.869  -0.16
65 C -0.925 -1.074 3.488  -0.05
66 C -0.747 0.897 5.038  0.02
67 H -0.137 -2.458 5.785  0.09
68 H -0.500 -0.379 2.793  0.06
69 H -2.128 -1.301 3.574  0.15
70 H -0.363 -1.986 3.458  0.05
71 H 0.158 1.259 4.773  0.05
72 H -0.743 1.088 6.076  0.07
73 H -1.523 1.377 4.624  0.05
74 C 4.814 -2.170 -0.884  -0.25
75 O 5.979 -2.618 -0.712  -0.05
76 N 4.717 -0.949 -1.468  -0.16
77 C 3.491 -0.304 -1.581  -0.06
78 C 5.906 -0.217 -2.006  -0.01
79 H 4.013 -2.774 -0.604  0.10
80 H 3.597 0.711 -1.213  0.11
81 H 2.804 -0.634 -1.066  -0.02
82 H 3.180 -0.549 -2.651  0.14
83 H 6.751 -0.119 -1.386  0.07
84 H 5.829 0.782 -2.065  0.04
85 H 6.199 -0.666 -2.969  0.11
86 C 2.462 -3.978 1.105  -0.37
87 O 3.040 -4.798 0.386  -0.01
88 N 3.047 -3.437 2.130  -0.13
89 C 2.606 -2.322 2.946  -0.06
90 C 4.291 -3.979 2.804  0.00
91 H 1.554 -3.366 0.812  0.14
92 H 2.126 -2.473 3.863  0.07
93 H 1.706 -2.024 2.433  0.06
94 H 3.217 -1.514 2.948  0.06
95 H 4.772 -3.175 3.471  0.12
96 H 4.948 -4.252 2.187  -0.02
97 H 4.175 -4.955 3.433  0.13